[1]
Computed, not measured: a structure of composition C21H15Cl2CoFN6S at a distorted geometry, with wB97M-V/def2-TZVPD.

Calculated values
<S²>: 6.021
Relative energy (zero: lowest compared OMol25 entry of this formula, charge and spin) (kcal/mol): 0.0
Maximum force (hartree/bohr): 0.062
E_tot (hartree): -3938.6407
Multiplicity: 5
HOMO-LUMO gap (spin up / spin down) (Ha): 0.150 / 0.216
Charge: +1

XYZ file:
```
47
Properties=species:S:1:pos:R:3:lowdin_spin:R:1
Co -0.545 -0.236 0.195 2.69
N 3.392 -1.265 -0.319 0.09
C 4.290 -0.168 -0.232 0.00
C 5.638 -0.327 0.008 0.02
C 6.426 0.827 0.128 0.00
C 5.836 2.098 0.106 0.02
C 4.466 2.249 -0.054 0.00
C 3.694 1.119 -0.380 0.02
S 2.030 1.370 -0.783 0.03
N 1.329 -0.055 -0.153 0.17
C 2.020 -1.199 -0.180 0.18
C 1.231 -2.382 -0.008 0.15
C 1.641 -3.706 -0.237 0.03
C 0.680 -4.711 -0.228 0.09
C -0.624 -4.389 0.167 0.08
C -0.947 -3.102 0.523 0.06
N -0.057 -2.077 0.391 0.24
H 3.793 -2.211 -0.367 0.00
H 6.033 -1.336 0.046 0.00
H 7.492 0.729 0.262 0.00
H 6.504 2.983 0.131 0.00
H 3.982 3.204 0.005 0.00
H 2.665 -3.929 -0.449 0.00
H 0.991 -5.715 -0.515 0.00
H -1.452 -5.115 0.115 0.00
H -1.904 -2.828 0.937 0.00
N -4.077 -4.554 -0.476 0.00
C -4.016 -3.411 -0.665 0.00
N -3.902 -2.128 -0.994 0.01
C -3.006 -1.299 -0.713 0.02
N -2.503 -0.150 -0.617 0.02
Cl -1.385 4.742 1.666 0.00
C -0.290 3.497 1.079 0.00
Cl -0.946 1.778 1.557 0.04
H 0.686 3.650 1.521 0.00
H -0.272 3.549 -0.031 0.00
F -5.978 4.234 0.144 0.00
C -5.154 3.115 0.064 0.00
C -5.648 1.810 0.186 0.00
C -4.762 0.708 -0.027 0.00
C -3.428 0.951 -0.340 0.00
C -2.966 2.265 -0.508 0.00
C -3.789 3.352 -0.229 0.00
H -6.682 1.651 0.473 0.00
H -5.086 -0.326 0.090 0.00
H -1.982 2.362 -0.971 0.00
H -3.420 4.374 -0.317 0.00
```

***

[2]
Computed, not measured: a structure of composition C21H15ClN4O4PRhS2 at a distorted geometry, with wB97M-V/def2-TZVPD.

Calculated values
Relative energy (zero: lowest compared OMol25 entry of this formula, charge and spin) (kcal/mol): 79.5
Maximum force (hartree/bohr): 0.031
E_tot (hartree): -3037.4375
HOMO-LUMO gap (spin up / spin down) (Ha): 0.233 / 0.233

XYZ file:
```
49
Properties=species:S:1:pos:R:3:nbo_charge:R:1
Rh -0.084 -0.119 0.206 0.58
S -2.175 0.229 1.197 0.19
C -2.922 0.217 -0.351 -0.25
S -1.747 -0.254 -1.520 0.05
C -4.221 0.535 -0.599 -0.41
C -4.745 0.453 -1.928 0.28
N -5.151 0.395 -3.003 -0.31
C -5.093 0.930 0.463 0.28
N -5.777 1.259 1.328 -0.31
O 1.461 -4.045 0.742 -0.76
Cl 1.315 -2.643 0.624 2.53
O 0.647 -2.270 -0.627 -0.86
O 2.616 -1.994 0.650 -0.85
O 0.480 -2.082 1.687 -0.83
N 1.651 2.095 1.586 -0.91
P 2.038 0.478 1.158 1.26
C 3.182 0.760 -0.224 -0.42
C 4.326 1.535 -0.047 -0.13
C 5.136 1.831 -1.133 -0.23
C 4.801 1.363 -2.397 -0.19
C 3.661 0.593 -2.577 -0.19
C 2.854 0.289 -1.491 -0.18
C 3.010 0.069 2.625 -0.41
C 2.463 0.339 3.878 -0.13
C 3.185 0.047 5.026 -0.23
C 4.446 -0.520 4.923 -0.18
C 4.979 -0.816 3.675 -0.21
C 4.259 -0.538 2.525 -0.16
C 0.714 2.744 0.847 0.42
C 0.394 4.087 1.074 -0.29
C -0.537 4.696 0.271 -0.10
C -1.122 3.978 -0.769 -0.29
C -0.774 2.662 -0.927 0.09
N 0.113 2.032 -0.128 -0.46
H 2.063 2.570 2.373 0.43
H 4.581 1.911 0.937 0.21
H 6.024 2.433 -0.992 0.22
H 5.435 1.597 -3.243 0.22
H 3.402 0.229 -3.562 0.22
H 1.978 -0.335 -1.630 0.23
H 1.467 0.759 3.959 0.21
H 2.758 0.251 5.999 0.22
H 5.013 -0.743 5.818 0.22
H 5.956 -1.276 3.597 0.22
H 4.653 -0.800 1.552 0.24
H 0.889 4.617 1.876 0.23
H -0.807 5.729 0.445 0.23
H -1.846 4.427 -1.432 0.24
H -1.203 2.063 -1.713 0.24
```

***

- Look up the E_tot of the first one.
  -3938.6407 hartree

***

Repeat the second record exactly.
Computed, not measured: a structure of composition C21H15ClN4O4PRhS2 at a distorted geometry, with wB97M-V/def2-TZVPD.

Calculated values
Relative energy (zero: lowest compared OMol25 entry of this formula, charge and spin) (kcal/mol): 79.5
Maximum force (hartree/bohr): 0.031
E_tot (hartree): -3037.4375
HOMO-LUMO gap (spin up / spin down) (Ha): 0.233 / 0.233

XYZ file:
```
49
Properties=species:S:1:pos:R:3:nbo_charge:R:1
Rh -0.084 -0.119 0.206 0.58
S -2.175 0.229 1.197 0.19
C -2.922 0.217 -0.351 -0.25
S -1.747 -0.254 -1.520 0.05
C -4.221 0.535 -0.599 -0.41
C -4.745 0.453 -1.928 0.28
N -5.151 0.395 -3.003 -0.31
C -5.093 0.930 0.463 0.28
N -5.777 1.259 1.328 -0.31
O 1.461 -4.045 0.742 -0.76
Cl 1.315 -2.643 0.624 2.53
O 0.647 -2.270 -0.627 -0.86
O 2.616 -1.994 0.650 -0.85
O 0.480 -2.082 1.687 -0.83
N 1.651 2.095 1.586 -0.91
P 2.038 0.478 1.158 1.26
C 3.182 0.760 -0.224 -0.42
C 4.326 1.535 -0.047 -0.13
C 5.136 1.831 -1.133 -0.23
C 4.801 1.363 -2.397 -0.19
C 3.661 0.593 -2.577 -0.19
C 2.854 0.289 -1.491 -0.18
C 3.010 0.069 2.625 -0.41
C 2.463 0.339 3.878 -0.13
C 3.185 0.047 5.026 -0.23
C 4.446 -0.520 4.923 -0.18
C 4.979 -0.816 3.675 -0.21
C 4.259 -0.538 2.525 -0.16
C 0.714 2.744 0.847 0.42
C 0.394 4.087 1.074 -0.29
C -0.537 4.696 0.271 -0.10
C -1.122 3.978 -0.769 -0.29
C -0.774 2.662 -0.927 0.09
N 0.113 2.032 -0.128 -0.46
H 2.063 2.570 2.373 0.43
H 4.581 1.911 0.937 0.21
H 6.024 2.433 -0.992 0.22
H 5.435 1.597 -3.243 0.22
H 3.402 0.229 -3.562 0.22
H 1.978 -0.335 -1.630 0.23
H 1.467 0.759 3.959 0.21
H 2.758 0.251 5.999 0.22
H 5.013 -0.743 5.818 0.22
H 5.956 -1.276 3.597 0.22
H 4.653 -0.800 1.552 0.24
H 0.889 4.617 1.876 0.23
H -0.807 5.729 0.445 0.23
H -1.846 4.427 -1.432 0.24
H -1.203 2.063 -1.713 0.24
```

***

- What is the relative energy (zero: lowest compared OMol25 entry of this formula, charge and spin) in the second record?
  79.5 kcal/mol